Computed, not measured: a gas-phase ion, C10H12N3 (charge +1), with wB97M-V/def2-TZVPD.

Output
LUMO level (spin up / spin down) (Ha): -0.2010 / -0.2011
Charge: +1
HOMO level (spin up / spin down) (eV): -12.72 / -12.72
Structure (SMILES): [H]/N=C1/C=C[N+](N)=C2C=CC=C[C@@H]2C1
E (eV): -15023.9765

Positions of all 25 atoms, in Å:
H -1.92004 2.60523 -2.33025
N -2.38164 1.74382 -2.01284
C -1.92867 1.17830 -0.97892
C -2.54371 0.08481 -0.31353
C -1.91713 -0.81233 0.44637
N -0.54424 -1.25482 0.80591
N -0.47685 -2.35546 1.69626
C 0.55982 -0.83297 0.20957
C 1.82764 -1.19411 0.66841
C 2.93821 -0.43664 0.48201
C 2.70800 0.74092 -0.20443
C 1.59304 1.13647 -0.83210
C 0.33703 0.40565 -0.73864
C -0.58944 1.46506 -0.28906
H -3.61616 -0.04653 -0.47894
H -2.50033 -1.54035 1.02961
H -0.99203 -2.44276 2.56596
H -0.44399 -3.21636 1.19760
H 1.94158 -2.17043 1.12011
H 3.79711 -0.72907 1.03426
H 3.42380 1.55587 -0.05646
H 1.71873 2.07257 -1.33102
H -0.04931 0.04151 -1.82899
H -0.15377 2.39532 -0.60760
H -0.78766 1.60631 0.74669

Atoms 1-6, force components in eV/Å:
H 0.29 -0.62 0.25
N -0.99 0.16 0.25
C 1.94 2.05 -0.49
C -0.62 -1.43 -0.13
C -0.28 -2.38 1.69
N -1.44 0.14 -0.14